DFT (the ωB97M-V functional and the def2-TZVPD basis) results for a cluster of 13 separate species, C59H63F2N9O2 in total in a non-equilibrium geometry.

Structure (XYZ):
```
135
Properties=species:S:1:pos:R:3:forces:R:3
N -3.867066 1.185285 -3.545557 0.380 -0.280 0.141
C -3.620408 2.418164 -3.103235 -0.162 -0.199 0.306
C -2.615018 2.726600 -2.186885 0.310 0.320 -0.710
C -1.758781 1.720147 -1.798152 -0.356 0.131 0.295
C -2.043896 0.432697 -2.212245 0.844 -0.509 0.454
C -3.077035 0.192295 -3.087227 -0.636 1.000 -0.340
H -4.282499 3.189929 -3.476676 0.002 0.066 -0.011
H -2.404532 3.744951 -1.884008 -0.284 0.049 0.009
H -0.914455 1.945200 -1.156560 0.037 -0.181 0.022
H -1.415890 -0.361467 -1.821403 -0.124 -0.131 -0.269
H -3.319644 -0.798681 -3.444734 0.097 0.051 -0.021
N -3.489085 5.611915 1.244506 0.322 0.309 -0.630
C -3.053175 4.347850 1.193050 -0.247 0.170 0.636
C -1.721889 3.986768 1.016581 -0.127 0.139 -0.352
C -0.813239 5.005850 0.825535 0.522 -0.162 0.151
C -1.230736 6.315750 0.902964 -0.162 0.332 -0.773
C -2.588371 6.581699 1.033029 0.401 -0.507 0.562
H -3.836296 3.619209 1.365699 0.129 -0.233 -0.080
H -1.362346 2.968226 0.963576 -0.365 -0.142 0.081
H 0.227334 4.783258 0.610914 -0.079 -0.064 0.168
H -0.518754 7.112796 0.722252 -0.109 0.080 0.115
H -2.909534 7.614740 1.002139 -0.374 -0.042 0.126
N 0.301856 -3.015488 -5.413030 0.407 0.250 0.154
C 1.328524 -2.998000 -4.555905 -0.112 -0.809 0.412
C 1.165579 -2.902692 -3.187228 -0.694 0.227 1.187
C -0.108731 -2.696221 -2.653457 0.360 -0.545 -1.031
C -1.150246 -2.630856 -3.551516 -0.836 -0.132 -0.013
C -0.919253 -2.824939 -4.910661 0.714 0.059 -0.039
H 2.329073 -3.208594 -4.914863 -0.066 0.176 -0.436
H 1.945095 -3.000868 -2.443500 0.527 -0.043 -0.531
H -0.298662 -2.699245 -1.590986 0.059 0.178 0.027
H -2.157105 -2.506225 -3.169752 -0.006 -0.056 -0.183
H -1.691565 -2.864233 -5.666812 -0.365 0.120 0.255
N 1.382176 3.563727 -2.148953 0.105 1.098 -0.196
C 2.233727 4.106282 -1.270216 -0.560 -0.502 0.436
C 2.207911 5.451236 -0.905374 0.355 -0.641 -0.608
C 1.363891 6.264754 -1.618222 -0.440 1.091 0.065
C 0.495157 5.762183 -2.579475 0.302 -0.240 0.309
C 0.537605 4.402579 -2.792786 0.196 -1.088 0.240
H 2.870868 3.400183 -0.750653 0.103 0.059 -0.034
H 2.867412 5.822266 -0.135121 0.031 0.048 -0.016
H 1.336152 7.329098 -1.405165 0.032 -0.038 0.014
H -0.200636 6.406169 -3.094815 -0.003 -0.032 -0.107
H -0.123718 3.869602 -3.466132 -0.144 0.346 -0.177
N 1.721203 1.388020 0.787997 0.216 -0.655 -0.354
C 0.725872 1.168829 1.637326 -0.373 0.909 0.128
C -0.120820 0.064070 1.628565 0.719 0.238 -0.220
C 0.136185 -0.897045 0.667326 0.027 -0.416 -0.719
C 1.214537 -0.745178 -0.227095 -0.547 0.590 1.101
C 1.968450 0.415459 -0.099806 -0.158 0.000 -0.446
H 0.538399 2.022361 2.285472 -0.013 -0.276 0.337
H -0.916922 0.005538 2.357087 -0.147 -0.169 -0.124
H -0.549351 -1.733914 0.558009 0.184 -0.094 0.106
H 1.454391 -1.465437 -0.993342 -0.087 0.072 0.083
H 2.735320 0.597451 -0.843794 0.159 0.081 0.171
N 7.375985 -3.025309 -0.078042 -0.163 0.225 0.757
C 7.635386 -2.130967 -1.025930 0.299 -0.782 -0.634
C 6.653252 -1.463386 -1.738930 -0.225 0.523 0.212
C 5.352258 -1.595434 -1.307904 -0.804 -0.852 -0.386
C 5.049725 -2.530757 -0.322929 0.360 0.410 -0.144
C 6.101902 -3.195757 0.279372 -0.182 0.174 -0.078
H 8.683152 -2.065436 -1.298603 -0.012 0.200 -0.063
H 6.820593 -0.850204 -2.615010 0.489 0.151 0.208
H 4.551716 -1.098136 -1.844469 0.002 0.131 0.055
H 4.039887 -2.779899 -0.047973 -0.268 0.201 0.153
H 5.853657 -3.855789 1.103780 0.423 -0.303 -0.104
N -3.194891 -4.379754 -1.407222 -0.055 -0.188 0.627
C -4.241645 -4.173856 -2.197185 0.276 0.403 0.377
C -4.929477 -2.964687 -2.180680 -0.327 0.126 -0.755
C -4.459918 -1.935352 -1.408611 0.290 0.488 1.001
C -3.413315 -2.163712 -0.511152 -0.153 -0.111 -0.489
C -2.851795 -3.424090 -0.521118 0.179 -0.479 -0.743
H -4.497674 -4.979490 -2.871973 -0.107 -0.018 -0.054
H -5.765109 -2.735550 -2.832361 0.015 -0.409 -0.094
H -4.900076 -0.948222 -1.485928 -0.093 -0.087 0.073
H -3.002290 -1.392311 0.126011 -0.183 0.050 0.054
H -2.038055 -3.685119 0.144914 0.011 -0.017 0.045
N -3.602090 1.721596 5.670077 -0.119 -0.284 0.364
C -3.663076 0.505131 6.226111 -0.208 0.205 0.370
C -2.596774 -0.368280 6.291014 1.055 0.593 -0.885
C -1.396360 0.023797 5.641011 -1.056 -0.548 0.130
C -1.360823 1.222351 4.947062 -0.222 -0.276 0.759
C -2.471872 2.063028 5.089557 0.365 -0.047 -1.223
H -4.625385 0.269836 6.665128 0.015 -0.212 0.021
H -2.675682 -1.354982 6.720442 -0.093 0.080 0.254
H -0.566163 -0.672014 5.629174 0.102 0.104 -0.073
H -0.503517 1.481444 4.343087 0.046 0.307 0.175
H -2.488561 3.013942 4.566602 0.069 0.106 0.172
N 6.467731 2.344045 -1.012619 0.059 0.166 0.181
C 5.507356 2.055316 -1.894555 -0.218 -0.500 0.845
C 5.683245 1.956042 -3.253234 0.780 0.309 -1.007
C 6.966165 2.218558 -3.749347 -0.223 -0.131 0.803
C 7.976379 2.456766 -2.829232 0.422 0.540 -0.486
C 7.695284 2.555704 -1.469896 -0.294 -0.821 -0.567
H 4.570211 1.781662 -1.422925 -0.224 0.203 -0.244
H 4.896116 1.692330 -3.946450 -0.278 0.021 0.287
H 7.202475 2.220647 -4.803777 -0.141 -0.144 -0.071
H 8.976874 2.622960 -3.213570 0.053 -0.015 0.239
H 8.486430 2.661985 -0.738124 -0.027 0.314 0.021
C 0.086221 4.680408 4.144555 -0.427 0.008 -0.143
O 0.949839 3.562492 4.251812 0.304 0.130 0.107
H 0.339650 5.374208 3.338545 0.238 -0.169 -0.067
H -0.877748 4.238371 3.900029 -0.117 0.295 0.008
H -0.017442 5.275561 5.055866 0.110 -0.258 0.174
H 1.809907 3.831836 4.588574 -0.048 0.048 -0.063
C 1.160307 0.325988 -4.001248 -1.478 0.999 -0.625
O 2.110297 1.076275 -3.284255 0.273 -0.217 0.174
H 1.540101 -0.556078 -4.508213 0.511 0.215 0.283
H 0.280207 0.034216 -3.412632 0.408 -0.243 0.322
H 0.697123 0.967101 -4.770474 0.233 -0.150 -0.209
H 1.686197 1.906790 -2.965184 0.302 -0.400 0.033
F -2.446903 -2.643229 2.347426 -0.024 0.248 -0.268
C -3.491966 -3.005540 3.110934 -0.492 -0.588 1.175
C -4.760870 -3.215564 2.577639 0.888 0.683 -0.044
C -5.784900 -3.572902 3.441075 0.070 -0.216 -0.605
C -5.541541 -3.805317 4.783260 -0.820 0.028 -0.388
C -4.290826 -3.568300 5.301796 0.126 0.071 0.314
C -3.251047 -3.174973 4.473278 -0.031 0.259 -0.263
H -4.902273 -2.990962 1.529077 -0.222 -0.209 -0.006
H -6.775398 -3.683399 3.018865 -0.044 -0.100 0.139
H -6.378070 -4.138497 5.383627 0.168 0.097 0.263
H -4.167074 -3.635075 6.376154 0.292 -0.135 -0.062
H -2.285440 -2.921288 4.889226 0.092 -0.114 -0.140
F 1.423292 -3.811085 -0.280693 0.203 -0.041 0.210
C 0.625995 -4.664536 0.406790 -0.226 0.010 -0.227
C 0.201740 -5.812626 -0.234762 0.081 -0.218 0.086
C -0.671441 -6.664770 0.424918 -0.459 0.296 -0.227
C -1.156561 -6.342896 1.689365 0.313 -0.007 0.218
C -0.678592 -5.207941 2.319588 0.283 0.639 -0.234
C 0.196435 -4.329064 1.667923 -0.314 -0.358 0.516
H 0.534125 -6.033969 -1.239604 0.047 0.084 -0.009
H -1.059186 -7.515254 -0.119402 0.058 -0.117 0.131
H -1.886997 -6.951530 2.204005 0.037 -0.175 -0.129
H -0.987750 -4.913188 3.313958 -0.229 -0.228 0.000
H 0.462299 -3.407963 2.167908 0.290 0.020 -0.199
```
Forces are in eV/Å.

Calculated values
LUMO, eV: 0.46
Gap between HOMO and LUMO, eV: 9.9
Electronic energy, eV: -85143.04522
Total charge: 0